# 1
Here is a molecular structure, C20H45ErN2P3SSe from the Open Molecules 2025 dataset. Energies are from ωB97M-V with the def2-TZVPD basis set.

Last column: Löwdin spin population.
Cartesian coordinates (Å):
Er  0.840  0.757  -1.053  3.038
P  0.781  -0.895  1.756  -0.005
P  0.590  -2.047  -1.301  -0.005
P  -0.674  1.958  0.888  -0.006
H  -1.765  0.974  -4.368  0.000
C  -1.203  1.743  -3.807  0.000
C  -0.315  1.416  -2.814  -0.005
H  -0.068  0.292  -2.739  0.000
C  -0.592  -1.833  2.539  -0.001
C  2.003  -2.264  1.809  0.000
C  1.238  0.043  3.272  -0.001
C  -0.190  -2.058  -2.984  0.001
C  2.113  -2.971  -1.775  0.000
C  -0.394  -3.516  -0.751  -0.002
C  -1.771  3.052  -0.141  0.000
C  0.256  3.323  1.724  0.000
C  -1.943  1.697  2.189  -0.002
H  -1.334  2.796  -4.095  0.000
H  0.328  2.316  -2.422  -0.001
H  -0.214  -2.305  3.456  0.000
H  -0.975  -2.613  1.877  0.000
H  -1.415  -1.163  2.806  0.000
H  2.097  -2.591  2.853  0.000
H  2.975  -1.925  1.435  0.000
H  1.639  -3.109  1.208  0.000
H  1.208  -0.657  4.116  0.000
H  0.519  0.850  3.458  0.000
H  2.245  0.463  3.175  0.000
H  0.057  -3.032  -3.457  0.000
H  0.232  -1.257  -3.626  0.000
H  -1.287  -1.932  -2.869  0.000
H  1.765  -3.750  -2.469  0.000
H  2.587  -3.438  -0.903  0.000
H  2.823  -2.301  -2.286  0.000
H  -0.234  -4.282  -1.534  0.000
H  -1.470  -3.260  -0.725  0.000
H  -0.070  -3.926  0.218  0.000
H  -2.140  3.838  0.557  0.000
H  -2.631  2.451  -0.520  0.000
H  -1.211  3.521  -0.977  0.000
H  -0.387  4.220  1.644  0.000
H  1.225  3.522  1.227  0.000
H  0.409  3.065  2.787  0.000
H  -2.435  2.687  2.298  0.000
H  -1.520  1.415  3.164  0.000
H  -2.713  0.967  1.860  0.000
C  -4.464  -0.277  -1.539  0.000
C  -4.268  0.005  -2.916  0.000
C  -5.361  0.536  -3.589  0.000
C  -6.554  0.873  -2.936  0.000
C  -6.704  0.535  -1.570  0.000
C  -5.635  0.007  -0.832  0.000
Se  -3.061  -1.110  -0.491  0.000
H  -2.412  0.145  -0.989  0.000
H  -3.291  -0.219  -3.357  0.000
H  -5.279  0.627  -4.680  0.000
H  -7.382  1.363  -3.466  0.000
H  -7.664  0.675  -1.070  0.000
H  -5.714  -0.273  0.235  0.000
C  5.563  -1.050  1.466  0.000
N  4.660  -0.401  0.533  -0.001
C  4.055  0.781  0.735  -0.001
S  3.297  1.590  -0.624  -0.007
N  4.039  1.400  1.947  -0.001
C  5.203  1.627  2.813  0.000
H  6.514  -0.492  1.474  0.000
H  5.721  -2.069  1.090  0.000
H  5.143  -1.106  2.484  0.000
H  4.734  -0.666  -0.452  0.000
H  3.399  2.200  1.909  0.000
H  6.132  1.265  2.350  0.000
H  5.330  2.706  3.014  0.000
H  5.020  1.088  3.761  0.000

Its LUMO energy (alpha / beta) is -10.1 / -10.0 eV. As for the multiplicity: 4. As for the net charge: +3.



# 2
Here is a molecular structure, C37H44CoN4O4P3 from the Open Molecules 2025 dataset. Energies are from ωB97M-V with the def2-TZVPD basis set.

Last column: Löwdin spin population.
Cartesian coordinates (Å):
Co  -0.770  1.339  0.448  0.984
O  -0.191  3.858  1.778  -0.002
N  0.178  3.236  0.614  -0.016
C  0.949  3.967  -0.080  -0.001
C  1.637  3.639  -1.324  0.000
C  2.544  4.613  -1.754  0.000
C  3.334  4.424  -2.871  0.000
C  3.235  3.239  -3.583  0.000
C  2.323  2.274  -3.184  0.000
C  1.507  2.455  -2.067  0.000
P  0.247  1.187  -1.691  0.003
C  1.080  -0.401  -2.079  -0.004
C  2.455  -0.605  -1.962  -0.001
C  2.988  -1.881  -2.077  0.000
C  2.161  -2.973  -2.288  -0.001
C  0.797  -2.776  -2.448  0.000
C  0.269  -1.500  -2.356  -0.001
C  -0.970  1.377  -3.053  0.007
C  -2.277  0.963  -2.800  0.001
C  -3.244  1.010  -3.791  0.000
C  -2.923  1.491  -5.050  0.000
C  -1.632  1.926  -5.307  0.000
C  -0.661  1.875  -4.319  0.002
H  -1.024  3.417  2.030  0.000
H  1.173  4.951  0.328  -0.001
H  2.635  5.532  -1.189  0.000
H  4.030  5.192  -3.179  0.000
H  3.859  3.064  -4.449  0.000
H  2.249  1.357  -3.751  0.000
H  3.117  0.230  -1.783  0.000
H  4.059  -2.018  -1.997  0.000
H  2.579  -3.970  -2.341  0.000
H  0.145  -3.617  -2.650  0.000
H  -0.785  -1.343  -2.536  0.000
H  -2.545  0.633  -1.810  0.000
H  -4.254  0.689  -3.571  0.000
H  -3.678  1.540  -5.823  0.000
H  -1.374  2.314  -6.284  0.000
H  0.326  2.243  -4.547  0.000
C  -2.902  -1.585  -0.803  -0.005
P  -2.139  -0.654  0.573  -0.027
C  -0.792  -1.814  1.075  -0.002
N  -0.928  -3.065  0.715  0.000
C  0.077  -3.937  0.939  0.000
C  -0.045  -5.288  0.552  0.000
C  0.986  -6.151  0.796  0.000
C  2.173  -5.706  1.418  0.000
C  2.327  -4.398  1.785  0.000
C  1.275  -3.487  1.553  0.000
N  1.400  -2.192  1.916  -0.002
C  0.415  -1.362  1.705  -0.003
P  0.610  0.414  2.195  0.001
C  0.221  0.331  3.985  0.010
C  2.448  0.847  2.303  -0.005
C  3.325  -0.098  3.127  -0.001
C  2.987  0.890  0.880  -0.002
C  2.512  2.244  2.939  0.000
C  -3.513  -0.836  1.863  -0.005
C  -4.668  0.081  1.440  0.000
C  -3.990  -2.286  1.953  -0.002
C  -2.994  -0.383  3.225  0.000
H  -3.009  -2.621  -0.502  -0.001
H  -2.295  -1.540  -1.700  0.000
H  -3.877  -1.155  -1.029  0.000
H  -0.962  -5.612  0.077  0.000
H  0.895  -7.193  0.518  0.000
H  2.967  -6.416  1.609  0.000
H  3.228  -4.039  2.264  0.000
H  0.877  -0.401  4.451  0.002
H  -0.807  0.050  4.166  0.000
H  0.387  1.314  4.424  0.000
H  3.443  -1.059  2.642  0.000
H  2.945  -0.263  4.135  0.000
H  4.311  0.365  3.223  0.000
H  2.980  -0.112  0.455  0.000
H  4.016  1.258  0.872  0.000
H  2.387  1.548  0.249  -0.001
H  2.357  2.197  4.017  0.000
H  1.782  2.935  2.517  0.000
H  3.506  2.662  2.770  0.000
H  -4.992  -0.095  0.414  0.000
H  -4.401  1.132  1.550  0.000
H  -5.524  -0.109  2.091  0.000
H  -4.619  -2.561  1.107  0.000
H  -4.594  -2.388  2.857  0.000
H  -3.161  -2.991  2.023  0.000
H  -2.451  0.557  3.136  0.000
H  -2.359  -1.155  3.663  0.000
H  -3.834  -0.213  3.901  0.000
O  -3.917  3.535  0.785  0.003
N  -2.914  2.877  0.684  0.000
O  -2.387  2.578  -0.423  0.035
O  -2.311  2.399  1.718  0.036

Its LUMO energy (alpha / beta) is -3.5 / -3.2 eV. As for the multiplicity: 2. The value obtained for the relative energy (zero: lowest compared OMol25 entry of this formula, charge and spin) is 0.00 kJ/mol. As for the net charge: +1.



# 3
Here is a molecular structure, H44HfO22 from the Open Molecules 2025 dataset. Energies are from ωB97M-V with the def2-TZVPD basis set.

Last column: Löwdin charge in e.
Cartesian coordinates (Å):
Hf  0.024  -0.416  -0.087  2.204
O  -0.414  -1.978  -4.116  -0.006
H  -0.395  -2.784  -4.631  0.098
H  -0.453  -1.278  -4.768  0.089
O  1.036  0.898  1.891  -0.074
H  1.287  0.669  2.785  0.086
H  1.313  1.809  1.790  0.028
O  1.250  -1.650  3.937  0.001
H  1.880  -2.263  4.315  0.089
H  0.817  -1.254  4.694  0.093
O  -2.393  -0.481  0.470  -0.078
H  -2.750  -1.254  0.907  0.033
H  -3.161  0.047  0.251  0.104
O  -0.451  -1.190  2.134  -0.104
H  0.232  -1.447  2.754  -0.011
H  -1.213  -1.002  2.681  0.023
O  -2.663  -3.197  1.013  -0.019
H  -2.116  -3.982  0.980  0.068
H  -3.411  -3.449  1.555  0.088
O  2.904  -3.085  1.944  -0.008
H  3.537  -2.935  2.647  0.091
H  2.799  -4.036  1.915  0.096
O  -2.944  3.053  -1.212  -0.022
H  -3.580  3.032  -1.927  0.065
H  -3.231  3.779  -0.658  0.072
O  -2.677  -0.557  3.624  -0.017
H  -3.535  -0.152  3.507  0.076
H  -2.555  -0.593  4.573  0.078
O  1.210  -1.207  -2.028  -0.075
H  0.816  -1.522  -2.841  0.029
H  2.152  -1.218  -2.197  0.105
O  0.539  -2.859  0.110  -0.074
H  0.308  -3.660  -0.362  0.105
H  1.187  -3.140  0.757  0.046
O  0.058  2.996  -2.853  -0.016
H  -0.355  3.857  -2.790  0.075
H  0.383  2.951  -3.752  0.069
O  3.147  2.228  -2.573  -0.001
H  4.083  2.038  -2.636  0.077
H  2.875  2.396  -3.475  0.073
O  -1.841  2.636  2.761  -0.011
H  -2.506  3.313  2.884  0.083
H  -1.349  2.631  3.582  0.073
O  2.289  -0.921  0.522  -0.112
H  2.684  -1.677  0.957  0.024
H  3.032  -0.371  0.275  0.022
O  -3.464  -0.033  -2.853  -0.008
H  -3.910  0.755  -3.163  0.074
H  -4.098  -0.737  -2.992  0.086
O  4.577  -0.137  -0.501  -0.007
H  5.160  -0.531  0.148  0.080
H  5.077  0.597  -0.858  0.074
O  -0.983  1.732  0.380  -0.103
H  -1.434  2.325  -0.221  0.039
H  -1.268  2.010  1.250  0.014
O  1.463  1.418  -0.716  -0.100
H  1.461  2.201  -0.164  0.009
H  1.973  1.669  -1.486  0.012
O  1.943  3.430  0.945  0.004
H  2.067  3.427  1.894  0.081
H  1.679  4.327  0.740  0.102
O  -1.345  -2.068  -1.361  -0.081
H  -1.334  -2.222  -2.306  0.055
H  -1.872  -2.784  -1.007  0.071
O  -0.958  0.452  -2.070  -0.094
H  -1.809  0.152  -2.390  0.009
H  -0.774  1.241  -2.580  0.050

Its LUMO energy is -10.8 eV. As for the multiplicity: 1. As for the net charge: +4.



# 4
Here is 12 unconnected molecules or ions with the total composition H24O12 from the Open Molecules 2025 dataset. Energies are from ωB97M-V with the def2-TZVPD basis set.

Last column: Löwdin charge in e.
Cartesian coordinates (Å):
O  3.982  0.755  0.983  -0.050
H  4.394  0.304  0.254  0.014
H  3.199  1.194  0.653  -0.006
O  -2.218  -3.950  0.705  -0.043
H  -1.561  -3.389  1.100  0.007
H  -3.092  -3.993  1.082  0.033
O  0.588  -2.979  -1.445  -0.051
H  0.600  -3.568  -0.694  0.018
H  -0.078  -2.307  -1.271  0.017
O  -3.287  -0.557  -2.754  -0.050
H  -2.794  -0.009  -2.146  0.008
H  -3.863  -0.117  -3.374  0.035
O  0.504  -2.117  3.965  -0.034
H  0.290  -2.823  3.352  0.043
H  1.226  -2.395  4.529  0.049
O  1.158  2.695  0.932  -0.038
H  0.606  3.127  0.272  0.040
H  1.447  3.381  1.541  0.065
O  -3.336  -0.808  2.429  -0.062
H  -4.070  -0.690  1.815  0.040
H  -2.694  -0.158  2.131  -0.018
O  3.397  0.625  -2.323  -0.047
H  2.888  0.306  -3.074  0.039
H  4.291  0.629  -2.662  0.034
O  -0.633  0.396  -0.153  -0.057
H  -1.350  0.441  0.486  0.003
H  0.077  0.770  0.390  0.007
O  -0.801  0.303  2.783  -0.047
H  -0.909  0.913  3.522  0.066
H  -0.660  -0.510  3.276  0.016
O  2.051  3.638  -1.913  -0.045
H  1.133  3.752  -2.144  0.021
H  2.134  3.245  -1.040  0.000
O  -1.145  1.333  -4.016  -0.053
H  -0.556  2.016  -3.683  0.022
H  -0.917  0.547  -3.509  0.023

The SMILES is O.O.O.O.O.O.O.O.O.O.O.O. Its LUMO energy is -0.1 eV. As for the multiplicity: 1. The value obtained for the relative energy (zero: lowest compared OMol25 entry of this formula, charge and spin) is 250.21 kJ/mol. As for the net charge: 0.



| no. | largest force on an atom (eV Å⁻¹) |
| --- | --- |
| 1 | 6.02 |
| 2 | 1.64 |
| 3 | 3.03 |
| 4 | 1.98 |